[1]
Below is the ion C7H8NO3 with charge +1, with properties calculated with ωB97M-V/def2-TZVPD.

```
19
Properties=species:S:1:pos:R:3
C 0.20010 1.90988 1.32858
N -0.32236 0.53777 0.80063
C 0.71995 -0.51685 0.80923
C 0.23182 -1.84265 0.13162
C 0.63469 -1.93087 -1.28993
O 1.33940 -2.75977 -1.74204
O 0.00079 -1.02859 -2.27764
C -0.67658 -0.03514 -1.73142
C -0.77861 0.64815 -0.54129
C -1.47312 1.21112 -1.75789
O -2.12390 2.02088 -2.27192
H 1.30228 2.12553 1.16802
H -0.36387 2.65804 0.71893
H -0.07485 1.87475 2.39064
H -1.06526 0.28670 1.45824
H 1.26338 -0.77200 1.77343
H 1.49401 -0.06544 0.05669
H -0.91135 -1.70017 0.19927
H 0.60348 -2.62132 0.77684
```

Its electronic energy is -551.60658 a.u. The HOMO-LUMO gap comes out at 10.21 eV. Its charge is +1. For the HOMO energy, the calculation gives -14.358 eV. The value obtained for the energy relative to the best compared isomer or geometry (same formula, charge and spin) is 479.3 kJ/mol. As for the SMILES: C[N@@H+]1CCC(=O)Oc2c1c2=O.

Here are the Löwdin charges for atoms 1 to 4, given in e: 0.079, -0.097, -0.093, -0.037

[2]
Below is a cluster of 2 separate species, C10H16O in total, with properties calculated with ωB97M-V/def2-TZVPD.

```
27
Properties=species:S:1:pos:R:3
C -0.58001 -3.15328 2.07707
C -1.16825 -2.71581 0.70584
C -0.97111 -1.24488 0.37477
C -1.26326 -0.82531 -0.89748
C -1.08810 0.47742 -1.34380
C -0.78773 1.44568 -0.39739
O -0.70312 2.75568 -0.70873
C -0.31000 1.04144 0.88433
C -0.55495 -0.25423 1.28415
H -0.73963 -4.21174 2.28571
H -1.27231 -2.71252 2.79737
H 0.43803 -2.88684 2.34920
H -0.80368 -3.30260 -0.13079
H -2.23441 -2.79832 0.93074
H -1.52206 -1.58171 -1.63917
H -1.51746 0.72135 -2.30512
H -1.23547 3.02893 -1.48385
H 0.06594 1.82778 1.52413
H -0.55837 -0.41543 2.35586
C 3.29487 1.63561 -1.51686
C 2.82614 0.73624 -0.36050
H 3.45450 1.17490 -2.48654
H 2.73405 2.57228 -1.50768
H 4.32086 2.00824 -1.36865
H 1.74052 0.65139 -0.38211
H 3.25191 -0.25699 -0.49780
H 3.06883 1.17388 0.60229
```

Its electronic energy is -465.83915 a.u. The HOMO-LUMO gap comes out at 9.10 eV. Its charge is 0. For the HOMO energy, the calculation gives -8.277 eV. The value obtained for the energy relative to the best compared isomer or geometry (same formula, charge and spin) is 154.0 kJ/mol. As for the SMILES: CCc1ccc(O)cc1.CC.

Here are the Löwdin charges for atoms 1 to 4, given in e: -0.113, -0.191, -0.242, -0.066

[3]
Below is a cluster of 3 separate species, C40H41IN4O7P in total, with properties calculated with ωB97M-V/def2-TZVPD.

```
94
Properties=species:S:1:pos:R:3
C 2.59850 -3.21548 1.49144
C 3.70445 -2.06759 1.32393
O 3.14176 -0.74286 1.53361
P 2.75677 0.03656 0.07868
O 1.48612 0.90006 0.27646
C 2.38600 -1.14868 -1.33017
C 1.41566 -0.42456 -2.40011
C 0.00413 -1.17473 -2.54353
N -0.87806 -0.35123 -3.40017
N -0.59910 -0.47867 -4.74228
C -1.56815 0.37110 -5.36264
N -2.45510 1.00545 -4.46387
C -1.95634 0.52614 -3.17702
N -2.44338 0.86546 -1.99119
C -1.96543 0.45941 -0.64642
C -2.61543 -0.94052 -0.15084
C -3.26532 -0.81109 1.32922
I -5.43655 -0.54528 1.10693
O 4.02875 1.04801 -0.42441
C 3.54299 2.40478 -0.70250
C 4.68561 3.31420 -1.39462
H 2.38251 -3.35646 2.60589
H 1.60616 -2.92817 1.00214
H 3.00103 -4.16948 1.01181
H 4.31458 -2.16190 0.35721
H 4.45909 -2.23663 2.17274
H 3.37909 -1.38702 -1.85750
H 1.94024 -2.14453 -0.98412
H 1.94396 -0.56084 -3.41297
H 1.32925 0.69355 -2.24499
H -0.44232 -1.50994 -1.55951
H 0.22670 -2.13805 -3.13066
H 0.13955 -1.05702 -5.16788
H -1.54391 0.46737 -6.48592
H -3.26182 1.49656 -2.00948
H -0.83262 0.46767 -0.54719
H -2.36194 1.24119 0.09498
H -1.83675 -1.76971 -0.05994
H -3.43564 -1.27116 -0.86042
H -2.79080 0.04696 1.91215
H -3.08809 -1.79499 1.88908
H 3.22537 2.95144 0.23723
H 2.68156 2.37790 -1.46022
H 5.41421 2.58690 -1.89626
H 5.20777 3.99636 -0.64282
H 4.18618 3.96108 -2.19806
C -0.09388 4.42336 1.53135
C 0.54266 4.82221 0.35836
C 1.44899 5.87520 0.38174
C 1.71309 6.54179 1.57767
C 1.05730 6.15823 2.74715
C 0.16115 5.08935 2.72373
C 1.29140 6.88956 4.01475
O 0.72155 6.55220 5.03665
C 2.22199 8.04118 4.01575
C 2.40921 8.77518 5.18699
C 3.29095 9.84979 5.20086
C 3.99576 10.18976 4.04843
C 3.80821 9.46475 2.87788
C 2.91351 8.39469 2.85639
C 2.69447 7.65131 1.59524
O 3.30693 7.94958 0.58471
H -0.79418 3.59499 1.51418
H 0.33345 4.30941 -0.57479
H 1.94615 6.17838 -0.53379
H -0.34147 4.77807 3.63316
H 1.86591 8.51381 6.08881
H 3.43107 10.42238 6.11146
H 4.68896 11.02402 4.06218
H 4.35619 9.73709 1.98224
C -6.23602 -5.60900 1.18772
C -6.71544 -6.86099 0.80945
C -5.90972 -7.72217 0.07335
C -4.62462 -7.32842 -0.29742
C -4.15375 -6.06480 0.06093
C -4.95844 -5.21081 0.81426
C -2.80964 -5.61349 -0.36779
O -2.39472 -4.50803 -0.05183
C -1.97935 -6.52030 -1.19370
C -0.73473 -6.08907 -1.65375
C 0.05708 -6.93812 -2.41829
C -0.38638 -8.22387 -2.71872
C -1.62768 -8.65551 -2.26726
C -2.43092 -7.80107 -1.51184
C -3.76730 -8.25918 -1.06592
O -4.15644 -9.38115 -1.33209
H -6.86197 -4.94106 1.76981
H -7.71747 -7.16645 1.09059
H -6.28634 -8.69799 -0.21403
H -4.59238 -4.23293 1.10668
H -0.38194 -5.08989 -1.42040
H 1.02250 -6.59886 -2.77919
H 0.23503 -8.88853 -3.30925
H -1.97003 -9.65620 -2.50823
```

Its electronic energy is -2933.36922 a.u. The HOMO-LUMO gap comes out at 8.08 eV. Its charge is +1. For the HOMO energy, the calculation gives -11.065 eV.

Here are the Löwdin charges for atoms 1 to 4, given in e: -0.086, -0.291, -0.227, 0.705